[1]
{
  "formula": "C16H26N6O5S",
  "method": "ωB97M-V/def2-TZVPD",
  "elements": ["C", "S", "C", "C", "O", "N", "C", "C", "O", "C", "C", "N", "C", "C", "O", "C", "N", "C", "N", "C", "C", "N", "O", "N", "C", "C", "O", "C", "H", "H", "H", "H", "H", "H", "H", "H", "H", "H", "H", "H", "H", "H", "H", "H", "H", "H", "H", "H", "H", "H", "H", "H", "H", "H"],
  "coordinates": [[4.561, -1.672, -1.481], [3.840, -3.319, -1.304], [3.717, -3.548, 0.508], [3.765, -2.203, 1.203], [4.780, -1.778, 1.722], [2.595, -1.518, 1.180], [2.456, -0.185, 1.724], [1.081, -0.013, 2.324], [0.134, -0.270, 1.303], [-1.203, -0.176, 1.759], [-2.131, -0.419, 0.588], [-1.996, 0.587, -0.458], [-1.137, 0.258, -1.584], [-2.657, 1.753, -0.285], [-3.324, 1.985, 0.710], [-2.526, 2.794, -1.398], [-3.479, 3.864, -1.244], [-3.695, 4.697, -0.212], [-4.667, 5.528, -0.503], [-5.027, 5.146, -1.759], [-6.126, 5.815, -2.525], [-6.713, 6.814, -1.825], [-6.440, 5.489, -3.649], [-4.335, 4.141, -2.245], [2.570, -4.541, 0.838], [3.621, -5.666, 0.986], [3.714, -6.530, -0.128], [4.721, -4.589, 1.064], [4.718, -1.536, -2.550], [3.878, -0.905, -1.121], [5.515, -1.594, -0.966], [1.818, -1.897, 0.664], [3.227, -0.048, 2.481], [2.610, 0.571, 0.947], [0.937, -0.717, 3.153], [0.960, 1.006, 2.710], [-1.393, -0.924, 2.539], [-1.392, 0.816, 2.182], [-1.916, -1.392, 0.142], [-3.159, -0.418, 0.948], [-0.993, 1.113, -2.235], [-0.161, -0.057, -1.217], [-1.572, -0.553, -2.174], [-1.508, 3.193, -1.401], [-2.724, 2.364, -2.377], [-3.144, 4.643, 0.711], [-6.406, 7.024, -0.891], [-7.470, 7.319, -2.250], [2.092, -4.293, 1.788], [1.812, -4.698, 0.071], [3.506, -6.311, 1.854], [4.044, -6.034, -0.887], [5.621, -4.770, 0.480], [4.999, -4.344, 2.088]],
  "gap_ev": 9.3,
  "e_above_lowest_kj_mol": 185.1,
  "smiles": "CS[C@]1(C(=O)NCCOCCN(C)C(=O)Cn2cnc(C(N)=O)n2)C[C@H](O)C1",
  "lumo_ev": 0.21
}



[2]
{
  "formula": "C21H15N12Sc",
  "method": "ωB97M-V/def2-TZVPD",
  "elements": ["Sc", "C", "C", "N", "C", "C", "C", "C", "C", "C", "C", "N", "C", "C", "C", "C", "C", "C", "C", "C", "N", "C", "H", "H", "H", "H", "H", "H", "H", "H", "H", "H", "H", "H", "N", "C", "N", "N", "N", "N", "C", "N", "N", "N", "N", "H", "C", "H", "H"],
  "coordinates": [[-0.342, 0.507, -0.660], [-0.362, 3.621, 2.487], [-0.458, 3.013, 1.263], [0.042, 1.758, 1.016], [0.680, 1.088, 2.061], [0.783, 1.648, 3.354], [0.253, 2.962, 3.560], [1.376, 0.886, 4.379], [1.824, -0.393, 4.118], [1.745, -0.936, 2.837], [1.215, -0.198, 1.772], [1.055, -0.609, 0.454], [1.675, -1.664, -0.199], [2.784, -2.398, 0.235], [3.321, -3.411, -0.560], [2.785, -3.713, -1.795], [1.695, -2.970, -2.292], [1.118, -3.189, -3.583], [0.056, -2.371, -3.998], [-0.417, -1.380, -3.180], [0.098, -1.139, -1.928], [1.151, -1.944, -1.491], [-0.782, 4.613, 2.611], [-0.939, 3.507, 0.428], [0.324, 3.421, 4.540], [1.447, 1.309, 5.376], [2.240, -0.990, 4.923], [2.063, -1.954, 2.670], [3.258, -2.151, 1.172], [4.180, -3.967, -0.199], [3.207, -4.506, -2.405], [1.514, -3.967, -4.225], [-0.396, -2.505, -4.973], [-1.232, -0.737, -3.489], [-3.125, 2.085, -2.058], [-1.892, 2.508, -2.517], [-1.769, 3.463, -3.419], [-0.435, 3.551, -3.631], [0.199, 2.705, -2.907], [-0.705, 2.003, -2.166], [-3.363, 1.320, -0.925], [-4.483, 1.356, -0.277], [-4.374, 0.424, 0.728], [-3.176, -0.111, 0.619], [-2.481, 0.409, -0.434], [-3.886, 2.701, -2.290], [-2.665, -1.083, 1.398], [-1.615, -1.302, 1.284], [-3.192, -1.272, 2.316]],
  "gap_ev": [4.9, 4.9],
  "e_above_lowest_kj_mol": 24.9,
  "charge": -2,
  "lumo_ev": [5.06, 5.06]
}



[3]
{
  "formula": "C33H92O13",
  "method": "ωB97M-V/def2-TZVPD",
  "elements": ["O", "H", "H", "O", "H", "H", "C", "C", "C", "O", "H", "H", "H", "H", "H", "H", "H", "H", "C", "C", "C", "O", "H", "H", "H", "H", "H", "H", "H", "H", "C", "C", "C", "O", "H", "H", "H", "H", "H", "H", "H", "H", "C", "C", "C", "O", "H", "H", "H", "H", "H", "H", "H", "H", "C", "C", "C", "O", "H", "H", "H", "H", "H", "H", "H", "H", "C", "C", "C", "O", "H", "H", "H", "H", "H", "H", "H", "H", "C", "C", "C", "O", "H", "H", "H", "H", "H", "H", "H", "H", "C", "C", "C", "O", "H", "H", "H", "H", "H", "H", "H", "H", "C", "C", "C", "O", "H", "H", "H", "H", "H", "H", "H", "H", "C", "C", "C", "O", "H", "H", "H", "H", "H", "H", "H", "H", "C", "C", "C", "O", "H", "H", "H", "H", "H", "H", "H", "H"],
  "coordinates": [[-0.915, 2.154, -5.321], [-0.127, 1.721, -5.648], [-0.672, 3.077, -5.255], [-4.391, 1.720, 1.592], [-4.747, 0.862, 1.363], [-3.617, 1.814, 1.037], [-2.625, 6.051, 4.937], [-1.558, 6.175, 3.877], [-2.048, 7.067, 2.645], [-0.526, 6.823, 4.512], [-3.488, 5.487, 4.584], [-3.033, 7.023, 5.215], [-2.314, 5.641, 5.898], [-1.088, 5.292, 3.445], [-1.317, 7.612, 2.048], [-2.789, 7.810, 2.940], [-2.638, 6.503, 1.923], [-0.307, 6.178, 5.188], [-0.224, 1.159, 0.708], [-0.456, 0.958, -0.815], [-0.292, -0.518, -1.163], [-1.723, 1.320, -1.241], [0.837, 1.064, 0.940], [-0.861, 0.664, 1.440], [-0.356, 2.241, 0.707], [0.253, 1.600, -1.339], [-0.756, -1.143, -0.399], [0.786, -0.680, -1.169], [-0.596, -0.891, -2.141], [-1.702, 1.364, -2.200], [-3.042, -2.218, -8.642], [-1.839, -1.782, -7.782], [-1.213, -2.915, -7.054], [-0.857, -1.221, -8.654], [-3.821, -2.730, -8.078], [-2.739, -2.935, -9.405], [-3.552, -1.377, -9.111], [-2.201, -1.035, -7.076], [-1.838, -3.425, -6.321], [-0.306, -2.663, -6.505], [-1.121, -3.718, -7.784], [-0.109, -0.879, -8.158], [-5.499, 4.873, -2.289], [-6.306, 3.874, -3.117], [-7.692, 3.760, -2.490], [-6.430, 4.384, -4.393], [-4.420, 4.979, -2.402], [-5.634, 4.626, -1.237], [-5.908, 5.869, -2.460], [-5.783, 2.926, -3.244], [-7.648, 3.100, -1.624], [-8.469, 3.380, -3.153], [-8.127, 4.730, -2.250], [-6.892, 3.771, -4.970], [-2.932, 0.693, 6.811], [-2.602, -0.767, 6.616], [-3.448, -1.487, 5.549], [-1.178, -0.701, 6.248], [-4.013, 0.713, 6.948], [-2.663, 1.132, 5.850], [-2.367, 1.238, 7.567], [-2.632, -1.192, 7.619], [-3.284, -1.234, 4.501], [-4.521, -1.456, 5.736], [-3.168, -2.524, 5.739], [-0.757, -0.151, 6.912], [-5.504, -2.917, -3.711], [-5.604, -4.278, -3.064], [-4.326, -4.585, -2.193], [-6.667, -4.497, -2.179], [-4.676, -2.915, -4.419], [-5.434, -2.198, -2.895], [-6.430, -2.856, -4.284], [-5.705, -4.999, -3.876], [-4.392, -5.628, -1.882], [-4.323, -3.976, -1.289], [-3.368, -4.424, -2.687], [-6.595, -5.389, -1.830], [5.794, -0.477, -0.333], [7.314, -0.597, -0.012], [7.985, -1.328, -1.230], [7.681, 0.738, 0.101], [5.377, -1.471, -0.496], [5.589, 0.081, -1.247], [5.338, 0.098, 0.473], [7.421, -1.101, 0.948], [9.068, -1.256, -1.131], [7.733, -0.739, -2.111], [7.678, -2.371, -1.313], [8.533, 0.780, 0.540], [4.814, -0.594, 6.777], [4.861, 0.520, 5.775], [3.470, 0.983, 5.314], [5.538, 1.627, 6.333], [4.454, -0.253, 7.748], [5.789, -1.060, 6.917], [4.120, -1.360, 6.429], [5.436, 0.256, 4.887], [3.575, 1.684, 4.486], [2.743, 1.390, 6.017], [3.120, 0.081, 4.813], [4.970, 1.864, 7.069], [1.963, -5.584, -2.018], [2.694, -5.817, -3.354], [4.106, -5.200, -3.326], [2.879, -7.169, -3.571], [1.548, -4.576, -1.993], [2.505, -5.802, -1.098], [1.028, -6.145, -2.029], [2.181, -5.420, -4.230], [4.179, -4.123, -3.173], [4.653, -5.240, -4.268], [4.718, -5.498, -2.474], [3.375, -7.253, -4.389], [3.780, 5.905, -0.745], [4.770, 4.788, -1.097], [5.887, 5.251, -2.020], [5.453, 4.429, 0.051], [3.170, 6.078, -1.632], [4.395, 6.751, -0.440], [3.184, 5.497, 0.071], [4.180, 3.955, -1.479], [6.496, 6.117, -1.762], [5.338, 5.522, -2.922], [6.534, 4.375, -2.071], [6.035, 3.693, -0.150], [1.847, -4.042, 3.160], [0.754, -4.756, 3.910], [-0.556, -4.884, 3.190], [1.130, -6.113, 4.165], [1.388, -3.278, 2.532], [2.500, -4.581, 2.474], [2.470, -3.536, 3.898], [0.625, -4.301, 4.891], [-0.489, -5.741, 2.520], [-0.860, -4.025, 2.593], [-1.297, -5.215, 3.918], [0.360, -6.684, 4.215]],
  "gap_ev": 9.8,
  "e_above_lowest_kj_mol": 318.2,
  "lumo_ev": -0.11
}



[4]
{
  "formula": "C4H8O2",
  "method": "ωB97M-V/def2-TZVPD",
  "elements": ["O", "C", "C", "C", "C", "O", "H", "H", "H", "H", "H", "H", "H", "H"],
  "coordinates": [[-1.187, 0.770, -1.167], [-0.347, -0.334, -1.420], [0.664, -0.545, -0.298], [1.010, 0.709, 0.458], [0.191, -0.366, 1.109], [-1.198, -0.178, 1.311], [-1.561, 0.575, -0.289], [0.180, -0.128, -2.359], [-0.947, -1.244, -1.557], [1.420, -1.309, -0.475], [0.431, 1.537, 0.058], [2.010, 0.935, 0.811], [0.644, -0.977, 1.887], [-1.310, 0.554, 1.931]],
  "gap_ev": 10.8,
  "e_above_lowest_kj_mol": 191.5,
  "smiles": "OC[C@H]1C[C@H]1O",
  "lumo_ev": 0.81
}



[5]
{
  "formula": "C26H23ClGeN2O8PdSSe",
  "method": "ωB97M-V/def2-TZVPD",
  "elements": ["Pd", "C", "N", "C", "Se", "N", "C", "C", "C", "C", "C", "C", "H", "H", "H", "H", "H", "H", "H", "H", "C", "C", "C", "C", "C", "C", "Ge", "C", "C", "C", "C", "C", "C", "C", "C", "C", "C", "C", "C", "H", "H", "H", "H", "H", "H", "H", "H", "H", "H", "H", "H", "H", "H", "H", "O", "S", "O", "O", "O", "O", "Cl", "O", "O", "O"],
  "coordinates": [[1.715, -1.188, 0.795], [-1.644, -2.865, -2.341], [-0.795, -3.780, -1.573], [0.447, -3.519, -1.177], [1.455, -2.007, -1.656], [0.890, -4.520, -0.413], [-0.116, -5.460, -0.265], [-0.169, -6.660, 0.440], [-1.352, -7.355, 0.361], [-2.443, -6.883, -0.397], [-2.389, -5.698, -1.092], [-1.193, -4.989, -1.004], [-1.518, -1.857, -1.954], [-2.676, -3.171, -2.200], [-1.386, -2.910, -3.397], [1.743, -4.473, 0.126], [0.667, -7.017, 1.024], [-1.452, -8.289, 0.897], [-3.349, -7.472, -0.432], [-3.229, -5.344, -1.673], [-0.823, 1.189, -4.008], [-1.804, 1.162, -3.023], [-1.455, 1.283, -1.685], [-0.120, 1.473, -1.320], [0.860, 1.483, -2.317], [0.510, 1.343, -3.655], [0.424, 1.598, 0.529], [-0.843, 2.562, 1.626], [-1.786, 3.400, 1.008], [-2.789, 3.967, 1.773], [-2.822, 3.744, 3.146], [-1.853, 2.957, 3.767], [-0.845, 2.381, 3.019], [1.361, 3.422, 0.613], [2.219, 3.607, 1.700], [3.162, 4.619, 1.609], [3.165, 5.464, 0.505], [2.236, 5.310, -0.524], [1.287, 4.303, -0.465], [-1.101, 1.099, -5.051], [-2.845, 1.044, -3.300], [-2.227, 1.233, -0.927], [1.904, 1.618, -2.052], [1.275, 1.365, -4.420], [-1.737, 3.598, -0.055], [-3.537, 4.593, 1.306], [-3.603, 4.198, 3.742], [-1.891, 2.793, 4.836], [-0.105, 1.752, 3.495], [2.202, 2.947, 2.556], [3.882, 4.754, 2.405], [3.886, 6.269, 0.454], [2.248, 5.981, -1.372], [0.559, 4.183, -1.255], [-1.852, -1.854, 2.245], [-0.543, -1.553, 1.777], [-0.521, -0.956, 0.346], [0.252, -0.555, 2.562], [0.379, -2.751, 1.626], [5.399, 0.526, 0.751], [4.063, 0.121, 0.967], [3.967, -1.364, 1.112], [3.452, 0.738, 2.114], [3.208, 0.406, -0.229]],
  "gap_ev": [8.0, 5.6],
  "e_above_lowest_kj_mol": 0.0,
  "charge": 1,
  "spin_multiplicity": 6,
  "lumo_ev": [-2.69, -6.46]
}



[6]
{
  "formula": "C8H10OS",
  "method": "ωB97M-V/def2-TZVPD",
  "elements": ["C", "C", "C", "C", "C", "C", "C", "C", "O", "S", "H", "H", "H", "H", "H", "H", "H", "H", "H", "H"],
  "coordinates": [[3.048, -0.472, 0.020], [3.315, 0.832, 0.188], [1.650, -0.805, 0.143], [0.864, 0.288, 0.336], [-1.233, 0.269, 0.800], [-2.071, 0.559, -0.333], [1.025, -2.111, -0.261], [-3.351, 1.326, -0.236], [-1.914, -0.726, 0.321], [1.836, 1.741, 0.456], [3.883, -1.013, -0.430], [4.242, 1.398, 0.295], [-1.270, 0.534, 1.796], [-1.498, 0.532, -1.264], [1.020, -2.863, 0.523], [-0.011, -1.973, -0.538], [1.472, -2.389, -1.141], [-4.078, 1.153, -0.977], [-3.086, 2.307, -0.457], [-3.842, 1.414, 0.758]],
  "gap_ev": 9.2,
  "e_above_lowest_kj_mol": 325.9,
  "lumo_ev": 0.79
}



[7]
{
  "formula": "C2H4N6S2",
  "method": "ωB97M-V/def2-TZVPD",
  "elements": ["C", "C", "N", "N", "N", "N", "N", "N", "S", "S", "H", "H", "H", "H"],
  "coordinates": [[0.760, -0.281, 0.677], [0.645, -1.289, -0.185], [0.713, 0.780, 1.294], [0.445, 2.025, 0.904], [-1.792, 1.775, 0.273], [-0.664, 2.379, 0.420], [1.710, -1.768, -0.934], [-0.552, -1.982, -0.322], [-2.794, 3.017, -0.261], [-0.984, 4.097, -0.020], [2.613, -1.398, -0.685], [1.700, -2.762, -1.112], [-1.306, -1.604, 0.233], [-0.496, -2.991, -0.282]],
  "gap_ev": 6.0,
  "e_above_lowest_kj_mol": 507.3,
  "lumo_ev": -0.92
}



[8]
{
  "formula": "C5H11NO",
  "method": "ωB97M-V/def2-TZVPD",
  "elements": ["C", "C", "N", "C", "C", "C", "O", "H", "H", "H", "H", "H", "H", "H", "H", "H", "H", "H"],
  "coordinates": [[-0.088, 2.252, -0.262], [0.723, 1.226, 0.514], [0.110, -0.093, 0.409], [0.979, -1.223, 0.585], [0.487, -0.856, -0.777], [-0.592, -1.674, -1.408], [-1.422, -2.281, -0.774], [0.349, 3.251, -0.161], [-1.117, 2.280, 0.107], [-0.117, 2.001, -1.329], [1.769, 1.214, 0.156], [0.749, 1.486, 1.578], [2.034, -1.039, 0.790], [0.534, -2.085, 1.077], [1.204, -0.397, -1.460], [-0.583, -1.711, -2.518], [-2.684, -1.209, 1.966], [-2.174, -1.087, 1.436]],
  "gap_ev": 10.4,
  "e_above_lowest_kj_mol": 302.5,
  "smiles": "CCN1C[C@H]1C=O.[H][H]",
  "lumo_ev": 0.91
}



- What is the formula in the fifth record?
  C26H23ClGeN2O8PdSSe